# 1
DFT (ωB97M-V/def2-TZVPD) results for a cluster of 4 separate species, C24H45ClN2O6 in total at a distorted geometry.

```
78
Properties=species:S:1:pos:R:3:mulliken_charge:R:1
C -0.4082 -1.1845 3.3599 -0.9930
C 0.7439 -0.5319 3.0112 -0.4174
C 0.9022 0.9689 3.1346 -1.3487
C 1.9920 1.6048 2.2572 2.5512
C 2.1888 3.0870 2.6970 -1.3023
O 1.1435 3.6113 3.4839 -0.5403
C 0.0369 4.1122 2.7287 0.8302
C -0.2798 5.5766 3.0616 -0.6044
C -1.7742 5.7579 3.3600 -1.2584
C 1.5891 1.2924 0.7792 1.7606
C 1.8039 2.3379 -0.3394 -1.0881
C 0.4917 2.8636 -0.9421 -0.6077
C -0.4227 1.7595 -1.4778 -0.6898
C -1.5396 1.2756 -0.5353 -0.8002
N -1.9885 2.2920 0.4317 -0.3846
C 2.4697 0.0935 0.4133 -0.8081
O 2.4061 -0.5771 -0.5955 -0.6503
N 3.3613 -0.1745 1.4534 -0.1310
C 3.4039 0.9743 2.3186 -0.1197
O 3.7295 0.5451 3.6004 -0.5167
Cl 4.7242 2.0333 1.5912 -0.1780
H -0.9243 -1.7823 2.6154 0.2313
H -0.7706 -1.1435 4.3841 0.2938
H 1.5452 -1.1511 2.6188 0.4213
H 0.9958 1.2482 4.1905 0.7125
H -0.0368 1.3931 2.7958 0.0978
H 2.4186 3.7582 1.8694 0.3994
H 3.0562 3.1060 3.3570 0.4097
H 0.2361 3.9586 1.6700 -0.5321
H -0.8341 3.5054 2.9816 0.1103
H 0.2834 5.9013 3.9336 0.3180
H 0.0089 6.1898 2.2084 0.3072
H -1.9033 6.6678 3.9467 0.4089
H -2.1677 4.9453 3.9694 0.3721
H -2.3725 5.8314 2.4539 0.2692
H 0.5972 0.8559 0.6972 -0.6712
H 2.3408 1.8471 -1.1515 0.5096
H 2.4230 3.1830 -0.0429 0.2926
H 0.0043 3.5318 -0.2367 0.0978
H 0.7807 3.4867 -1.7922 0.4292
H 0.1348 0.8853 -1.8172 0.2184
H -0.9163 2.1507 -2.3690 0.4795
H -2.3866 1.0046 -1.1716 0.5039
H -1.2763 0.3727 0.0170 0.2702
H -2.7775 1.9238 0.9486 0.2448
H -2.3521 3.0971 -0.0668 0.2140
H 4.2720 -0.5030 1.1643 0.4446
H 4.4567 1.0626 3.9573 0.4419
C -2.8689 -3.0494 -1.5086 -1.2238
C -2.3679 -2.1184 -2.5823 1.0888
O -2.9148 -1.0621 -2.8097 -0.6058
C -1.1565 -2.5642 -3.3592 -1.2179
H -3.7434 -2.6104 -1.0314 0.2558
H -3.1499 -4.0040 -1.9557 0.3433
H -2.0974 -3.2105 -0.7533 0.3798
H -1.3711 -3.5037 -3.8708 0.3830
H -0.3089 -2.7024 -2.6854 0.2832
H -0.9015 -1.8072 -4.0977 0.3125
C 6.2072 -4.8224 -0.1278 -1.1250
C 4.9059 -4.5007 -0.8261 0.6980
O 4.3005 -5.3411 -1.4473 -0.5531
C 4.3995 -3.0832 -0.7104 -0.6852
H 6.4557 -5.8688 -0.2895 0.3151
H 7.0099 -4.2010 -0.5280 0.3186
H 6.1110 -4.6420 0.9441 0.3086
H 5.1280 -2.3906 -1.1366 0.3459
H 4.2271 -2.8344 0.3381 0.1465
H 3.4632 -2.9823 -1.2505 0.2247
C -6.5172 -3.7061 -3.3122 -1.1588
C -5.5159 -3.8399 -4.4331 0.9125
O -4.4351 -4.3517 -4.2569 -0.5426
C -5.9241 -3.3041 -5.7827 -1.1784
H -6.0994 -4.1283 -2.4010 0.2675
H -6.7476 -2.6533 -3.1424 0.3206
H -7.4341 -4.2415 -3.5636 0.3987
H -6.1309 -2.2353 -5.7122 0.3235
H -6.8162 -3.8229 -6.1369 0.3566
H -5.1166 -3.4623 -6.4936 0.3087
```

Values from the calculation:
**Structure (SMILES)**: C=CC[C@]1(COCCC)[C@@H](CCCCN)C(=O)N[C@@]1(O)Cl.CC(C)=O.CC(C)=O.CC(C)=O
**Gap between HOMO and LUMO**: 8.452 eV
**2S+1**: 1

***

# 2
DFT (ωB97M-V/def2-TZVPD) results for a structure of composition C24H45ClO4P2Ru at a distorted geometry.

```
77
Properties=species:S:1:pos:R:3:mulliken_charge:R:1
Ru 0.2536 0.3039 0.2754 -0.1258
C -1.5687 1.5101 0.7559 -0.8836
C -2.2302 0.6423 -0.1475 1.4706
C -2.1448 -0.5455 1.8458 -0.0316
C -1.4521 0.7935 2.1264 2.5902
C -2.4999 -0.6118 0.5147 0.9792
C -1.6449 2.9883 0.6837 -2.4381
H -1.3264 3.3063 -0.3111 0.3784
H -1.0373 3.4775 1.4516 0.4504
H -2.6917 3.3047 0.8249 0.3944
C -1.8252 1.5994 3.3744 -1.1315
H -1.7627 2.6619 3.1312 0.5496
H -1.2181 1.4077 4.2720 0.1060
H -2.8651 1.3303 3.5779 0.4047
C -2.2619 -1.6645 2.7924 -1.2095
H -3.3346 -1.8452 2.9850 0.4619
H -1.7720 -1.4722 3.7548 0.0944
H -1.8645 -2.5987 2.3481 0.1424
C -3.1534 -1.7782 -0.1195 -2.0283
H -4.2457 -1.7266 -0.0306 0.3226
H -2.8184 -2.7100 0.3425 0.4733
H -2.8804 -1.7931 -1.1767 0.3287
C -2.8874 1.1227 -1.3770 -1.4783
H -3.8729 1.5864 -1.2044 0.2751
H -3.0297 0.2868 -2.0567 0.4980
H -2.2497 1.8602 -1.8661 0.2627
C 1.5624 0.4499 -2.6241 0.2634
C 0.5521 1.3144 -2.7914 0.1368
C -0.0459 1.5758 -4.1443 -1.3989
C -0.9198 0.4419 -4.7702 -1.1426
C -1.0356 -0.8329 -3.9732 -0.2527
C -0.0052 -1.6717 -3.8609 -0.4613
C 1.3258 -1.3617 -4.5030 -0.8795
C 2.1783 -0.2498 -3.8099 -1.3639
H 0.7459 1.8096 -4.8748 0.4706
H -0.5240 0.2357 -5.7817 0.4061
H -0.6890 2.4649 -4.0706 0.3980
H 2.4337 0.4810 -4.5960 0.4093
H 1.9655 0.2490 -1.6184 0.3440
H 0.1466 1.8765 -1.9396 0.5190
H 3.1208 -0.7207 -3.4968 0.3863
H 1.9344 -2.2798 -4.4973 0.3797
H -0.0613 -2.6329 -3.3352 0.4864
H 1.1930 -1.0776 -5.5639 0.3840
H -1.9327 0.8519 -4.9031 0.3136
H -2.0242 -1.0213 -3.5369 0.7038
P 1.7414 1.7855 1.2459 1.3621
C 1.4341 2.6492 2.8549 -1.0483
H 2.2786 3.3182 3.0706 0.6025
H 1.3341 1.9567 3.7057 0.1334
H 0.5323 3.2686 2.7930 0.3086
C 3.4325 1.1855 1.5506 -1.2670
H 4.0339 2.0017 1.9834 0.4685
H 3.8559 0.8733 0.5872 0.4048
H 3.3878 0.3414 2.2542 0.3428
C 1.9338 3.2897 0.2351 -1.3154
H 2.3810 2.9898 -0.7191 0.4043
H 2.5916 3.9874 0.7767 0.5307
H 0.9456 3.7440 0.0792 0.2847
P 0.9746 -2.2485 0.5327 1.3297
C -0.1859 -3.5887 -0.0129 -1.3936
H 0.3374 -4.4702 -0.4195 0.5190
H -0.8759 -3.2025 -0.7704 0.1602
H -0.7742 -3.9302 0.8558 0.4553
C 2.5868 -2.5785 -0.2911 -1.1676
H 2.4737 -2.6782 -1.3773 0.2744
H 3.0675 -3.4848 0.1095 0.4977
H 3.2296 -1.7165 -0.0705 0.2857
C 1.3917 -3.0938 2.1294 -1.5389
H 1.6401 -4.1590 1.9568 0.5445
H 0.5448 -3.0305 2.8237 0.3218
H 2.2429 -2.5959 2.6081 0.4290
O 1.1461 0.6504 5.5498 -0.4795
Cl 0.4134 -0.5182 4.9673 1.4451
O 1.2914 -1.7404 4.9490 -0.4655
O -0.8228 -0.7806 5.7710 -0.4251
O -0.1006 0.4367 2.1950 -0.9618
```

Values from the calculation:
**Net charge**: +2
**Energy relative to the best compared isomer or geometry (same formula, charge and spin)**: 0.00 kcal/mol
**Gap between HOMO and LUMO (spin up / spin down)**: 6.686 / 4.327 eV
**2S+1**: 5

***

Q: Which formula does entry 2 have?
A: C24H45ClO4P2Ru

***

Q: Which of these has the highest 2S+1?
A: C24H45ClO4P2Ru